1 | C4H9S | ωB97M-V with the def2-TZVPD basis set

Positions of all 14 atoms, in Å:
S -0.06 2.12 2.81
H 0.32 3.11 1.98
C -0.24 -1.51 -1.30
C 0.13 -0.46 -0.27
C 1.26 -0.58 0.51
C -0.74 0.81 -0.26
H -1.07 -2.10 -0.89
H 0.58 -2.25 -1.40
H -0.52 -1.11 -2.33
H 1.26 0.03 1.43
H 2.02 -1.37 0.40
H -0.56 1.30 0.73
H -1.80 0.48 -0.36
H -0.56 1.54 -1.05

The orbital gap (alpha / beta) is 0.367 / 0.244 Ha. Its multiplicity is 2.

Results of the Löwdin charge analysis, in e, for atoms 1 through 6: atom 1 (S): 0.401, atom 2 (H): -0.262, atom 3 (C): -0.100, atom 4 (C): -0.401, atom 5 (C): 0.026, atom 6 (C): -0.084



2 | C4H9S | ωB97M-V with the def2-TZVPD basis set

Positions of all 14 atoms, in Å:
C -0.36 1.97 -0.49
C -0.12 0.54 -0.06
C -0.28 0.22 1.23
C -0.01 -0.50 -1.14
H 0.53 2.36 -1.00
H -0.60 2.54 0.40
H -1.14 2.07 -1.25
H -0.29 -0.82 1.55
H -0.55 0.94 1.99
H 0.32 -1.45 -0.71
H 0.61 -0.21 -1.97
H -1.03 -0.67 -1.52
S 0.96 -3.04 1.51
H 1.95 -3.96 1.46

The orbital gap (alpha / beta) is 0.369 / 0.244 Ha. Its multiplicity is 2.

Results of the Löwdin charge analysis, in e, for atoms 1 through 6: atom 1 (C): -0.081, atom 2 (C): -0.416, atom 3 (C): 0.006, atom 4 (C): -0.081, atom 5 (H): 0.080, atom 6 (H): 0.069



Stability comparison, relative energies in hartree: 1 0.0113; 2 0.0000



1 | C11H15N | ωB97M-V with the def2-TZVPD basis set

Positions of all 27 atoms, in Å:
C -2.23 1.13 -0.30
C 1.19 1.19 1.09
C 0.29 1.02 0.01
C -1.01 1.27 0.49
C -0.85 1.60 1.87
C 2.54 1.14 0.90
C 2.99 0.65 -0.33
C 0.74 0.61 -1.26
C 2.11 0.42 -1.38
N 0.40 1.41 2.23
H 0.79 1.64 3.13
H 3.20 1.36 1.73
H -1.65 1.74 2.57
H 4.06 0.46 -0.39
H 0.12 0.50 -2.13
H -2.87 0.26 -0.12
H -2.18 1.45 -1.34
H 2.54 -0.18 -2.17
H -2.92 1.91 0.05
C -1.31 -2.36 -1.20
C -0.58 -2.48 0.14
H -1.17 -1.37 -1.64
H -0.74 -3.03 -1.86
H -2.33 -2.70 -1.36
H -0.40 -3.52 0.37
H 0.44 -2.11 0.01
H -1.18 -2.01 0.92

Its total charge is +1. The orbital gap (alpha / beta) is 0.336 / 0.246 Ha. Its multiplicity is 2.

Results of the Löwdin charge analysis, in e, for atoms 1 through 6: atom 1 (C): -0.011, atom 2 (C): -0.165, atom 3 (C): -0.130, atom 4 (C): -0.128, atom 5 (C): 0.049, atom 6 (C): 0.037



2 | C11H15N | ωB97M-V with the def2-TZVPD basis set

Positions of all 27 atoms, in Å:
C 1.66 -0.77 2.36
C 0.80 0.49 -1.09
C 1.12 0.79 0.26
C 1.52 -0.46 0.93
C 1.64 -1.32 -0.13
C 0.39 1.55 -1.99
C 0.24 2.81 -1.51
C 0.79 2.01 0.78
C 0.38 3.04 -0.09
N 1.17 -0.74 -1.35
H 0.98 -1.31 -2.16
H 0.27 1.33 -3.06
H 1.88 -2.36 -0.18
H 0.09 3.61 -2.17
H 0.97 2.34 1.82
H 0.92 -1.57 2.63
H 1.33 0.12 2.87
H 0.26 4.06 0.25
H 2.65 -1.08 2.72
C -2.93 -1.03 -0.27
C -1.84 -2.06 0.05
H -2.91 -0.92 -1.35
H -3.93 -1.40 -0.03
H -2.87 -0.01 0.09
H -0.86 -1.75 0.46
H -1.62 -2.71 -0.79
H -2.08 -2.64 0.96

Its total charge is +1. The orbital gap (alpha / beta) is 0.347 / 0.210 Ha. Its multiplicity is 2.

Results of the Löwdin charge analysis, in e, for atoms 1 through 6: atom 1 (C): -0.011, atom 2 (C): -0.184, atom 3 (C): -0.098, atom 4 (C): -0.185, atom 5 (C): 0.009, atom 6 (C): 0.058



3 | C11H15N | ωB97M-V with the def2-TZVPD basis set

Positions of all 27 atoms, in Å:
C 0.44 -0.98 2.51
C 0.93 0.55 0.33
C 1.25 -0.40 1.38
C 2.22 0.65 -0.32
C 2.64 -0.70 1.39
C -0.16 1.28 -0.14
C 0.09 2.18 -1.19
C 1.30 2.22 -1.86
C 2.36 1.39 -1.47
N 3.21 -0.09 0.31
H -1.22 1.19 0.15
H -0.75 2.72 -1.62
H 1.45 3.01 -2.60
H -0.29 -1.62 2.01
H -0.19 -0.19 2.99
H 3.09 -1.19 2.23
H 3.94 -0.48 -0.28
H 3.38 1.46 -1.90
H 1.06 -1.43 3.27
C -3.48 -0.93 -1.24
C -2.77 -1.54 -0.04
H -2.79 -0.26 -1.76
H -3.73 -1.67 -2.02
H -4.30 -0.21 -0.95
H -3.03 -2.55 0.29
H -2.93 -0.89 0.86
H -1.71 -1.53 -0.32

Its total charge is +1. The orbital gap (alpha / beta) is 0.342 / 0.229 Ha. Its multiplicity is 2.

Results of the Löwdin charge analysis, in e, for atoms 1 through 6: atom 1 (C): 0.006, atom 2 (C): -0.081, atom 3 (C): -0.107, atom 4 (C): -0.197, atom 5 (C): 0.063, atom 6 (C): 0.041



Stability comparison, relative energies in hartree: 1 0.0000; 2 0.0185; 3 0.0154



1 | H27O17S | ωB97M-V with the def2-TZVPD basis set

Positions of all 45 atoms, in Å:
O -0.90 -3.18 0.95
H -0.29 -3.96 1.07
H -0.50 -2.19 0.78
H -1.80 -3.25 1.27
S -0.20 0.15 -0.03
O 0.85 1.17 -0.15
O -0.51 -0.36 -1.32
O 0.32 -0.97 0.76
O -1.35 0.67 0.59
O 2.35 -2.27 -0.47
H 1.97 -2.03 -1.35
H 1.71 -2.10 0.16
O -1.94 0.17 -3.46
H -1.33 -0.32 -3.95
H -1.39 0.06 -2.65
O -1.48 1.54 3.08
H -0.67 1.11 3.37
H -1.33 1.38 2.16
O 0.99 0.85 3.94
H 1.35 0.25 3.06
H 1.61 1.42 3.95
O -3.15 2.61 -0.31
H -2.73 1.93 -0.05
H -3.28 2.40 -1.21
O 1.91 -1.76 2.62
H 2.74 -1.24 2.40
H 1.32 -1.58 1.90
O 1.15 -1.38 -3.10
H 1.77 -0.79 -3.55
H 0.63 -0.75 -2.52
O -3.44 -0.28 1.63
H -4.18 0.29 2.13
H -2.63 0.17 1.25
O 1.51 2.21 -2.66
H 1.51 1.65 -1.91
H 2.22 1.64 -3.05
O 0.38 3.67 -0.44
H 1.35 3.81 -0.34
H 0.73 2.81 -0.26
O 3.10 1.71 0.87
H 2.16 1.60 0.56
H 3.45 0.84 0.69
O -1.17 -2.90 -1.93
H -0.85 -2.01 -2.07
H -1.95 -2.78 -2.41

Its total charge is -1. The orbital gap is 0.308 Ha. Its multiplicity is 1.

Results of the Löwdin charge analysis, in e, for atoms 1 through 6: atom 1 (O): 0.216, atom 2 (H): 0.192, atom 3 (H): 0.113, atom 4 (H): 0.158, atom 5 (S): 0.375, atom 6 (O): -0.332



2 | H27O17S | ωB97M-V with the def2-TZVPD basis set

Positions of all 45 atoms, in Å:
O 0.17 -3.44 -1.44
H -0.08 -2.72 -0.79
H 1.10 -3.25 -1.87
H 0.14 -4.21 -0.82
S 0.16 -0.30 -0.03
O 1.33 0.40 -0.52
O -0.73 -0.38 -1.20
O 0.47 -1.67 0.36
O -0.49 0.35 1.00
O -2.88 -1.72 -1.39
H -3.31 -1.55 -2.23
H -2.19 -1.11 -1.35
O 1.63 0.67 -3.37
H 1.28 0.48 -2.53
H 2.40 1.17 -3.23
O 1.86 -2.28 1.78
H 1.98 -1.55 2.34
H 1.13 -2.17 1.30
O -2.51 -0.15 2.43
H -2.81 0.44 3.02
H -1.77 0.31 2.00
O 1.73 2.58 -0.79
H 1.54 1.72 -1.02
H 2.43 2.58 -0.20
O 3.18 -0.30 0.04
H 3.06 -0.95 0.79
H 2.38 -0.10 -0.36
O -1.66 0.75 -3.44
H -2.50 1.25 -3.26
H -1.66 0.26 -2.67
O -0.98 -2.49 2.49
H -0.54 -2.14 1.70
H -1.37 -1.71 2.78
O 1.15 -0.21 3.57
H 1.02 -1.00 4.18
H 0.55 0.55 3.50
O -1.86 2.76 0.10
H -1.59 2.62 -0.93
H -1.57 1.90 0.38
O -0.06 3.06 -2.21
H 0.76 2.81 -1.90
H -0.17 2.08 -2.66
O -0.08 2.12 2.51
H -0.35 1.57 1.94
H -0.26 3.00 2.02

Its total charge is -1. The orbital gap is 0.280 Ha. Its multiplicity is 1.

Results of the Löwdin charge analysis, in e, for atoms 1 through 6: atom 1 (O): 0.254, atom 2 (H): 0.109, atom 3 (H): 0.243, atom 4 (H): 0.189, atom 5 (S): 0.434, atom 6 (O): -0.267



Stability comparison, relative energies in hartree: 1 0.0000; 2 0.1470



1 | C4H15NO3 | ωB97M-V with the def2-TZVPD basis set

Positions of all 23 atoms, in Å:
C -0.43 -2.73 1.00
C 0.72 -1.76 0.97
C 0.88 -1.14 -0.41
C 0.16 -1.33 -1.56
N 0.45 -0.67 -2.84
H -1.37 -2.31 0.47
H -0.70 -3.13 1.94
H -0.18 -3.70 0.50
H 0.76 -0.89 1.63
H 1.62 -2.35 1.27
H 1.66 -0.29 -0.32
H -0.58 -2.20 -1.53
H 0.49 -1.45 -3.57
H 1.41 -0.35 -2.94
H 2.18 -1.51 5.33
H 1.34 -2.79 5.82
O 2.01 -2.47 5.22
H 1.40 6.75 0.48
H 0.12 7.03 -0.48
O 1.12 7.13 -0.46
H -5.05 3.48 -3.30
H -3.79 2.92 -3.66
O -4.21 3.76 -3.57

Its total charge is +1. The orbital gap (alpha / beta) is 0.330 / 0.182 Ha. Its multiplicity is 2.

Results of the Löwdin charge analysis, in e, for atoms 1 through 6: atom 1 (C): -0.113, atom 2 (C): -0.205, atom 3 (C): 0.025, atom 4 (C): -0.033, atom 5 (N): 0.163, atom 6 (H): 0.110



2 | C4H15NO3 | ωB97M-V with the def2-TZVPD basis set

Positions of all 23 atoms, in Å:
C -1.19 -0.53 -1.02
O -0.85 -0.64 -2.48
C -0.34 -1.64 -0.35
C 1.13 -1.36 -0.42
C 1.58 0.12 -0.10
N 1.60 0.49 1.30
H -2.20 -0.83 -0.93
H -0.83 0.39 -0.55
H -0.69 0.30 -2.70
H -0.50 -2.62 -0.83
H -0.71 -1.64 0.69
H 1.32 -1.55 -1.49
H 1.79 -2.06 0.14
H 2.42 0.32 -0.76
H 0.88 0.82 -0.60
H 0.58 0.33 1.68
H 2.27 -0.01 1.82
H -0.34 3.21 -0.31
H 0.27 2.11 0.52
O -0.60 2.46 0.29
H -2.11 0.64 2.76
H -1.60 1.29 1.44
O -1.91 0.42 1.89

Its total charge is +1. The orbital gap (alpha / beta) is 0.397 / 0.176 Ha. Its multiplicity is 2.

Results of the Löwdin charge analysis, in e, for atoms 1 through 6: atom 1 (C): -0.175, atom 2 (O): -0.063, atom 3 (C): -0.183, atom 4 (C): -0.131, atom 5 (C): -0.179, atom 6 (N): 0.279



3 | C4H15NO3 | ωB97M-V with the def2-TZVPD basis set

Positions of all 23 atoms, in Å:
C 2.69 1.24 0.63
N 3.87 0.50 0.88
C -3.97 -0.58 1.17
C -3.43 -0.03 -1.16
C -3.60 0.29 0.18
H 2.70 2.25 1.04
H 2.60 1.44 -0.45
H 1.81 0.63 0.86
H 3.76 -0.52 0.60
H -4.00 -0.18 2.18
H -4.57 -1.46 0.98
H -3.20 0.80 -1.82
H -4.04 -0.85 -1.54
H -3.34 1.30 0.39
H -1.37 0.33 -0.33
H 4.40 0.68 1.73
O -0.53 0.59 0.05
H 1.37 -1.03 -2.31
H 0.13 0.31 -0.64
O 1.24 -0.51 -1.52
H 2.77 -2.55 -0.22
H 1.98 -1.03 -0.76
O 2.73 -1.63 0.06

Its total charge is +1. The orbital gap (alpha / beta) is 0.138 / 0.134 Ha. Its multiplicity is 2.

Results of the Löwdin charge analysis, in e, for atoms 1 through 6: atom 1 (C): -0.084, atom 2 (N): 0.229, atom 3 (C): 0.283, atom 4 (C): 0.257, atom 5 (C): -0.150, atom 6 (H): 0.102



Stability comparison, relative energies in hartree: 1 0.0000; 2 0.0110; 3 0.1219



1 | C3H4N2S2 | ωB97M-V with the def2-TZVPD basis set

Positions of all 11 atoms, in Å:
C 0.20 0.23 -1.46
C 0.14 -1.16 -1.57
C 0.46 0.47 -0.12
N 0.36 -1.72 -0.42
N 0.57 -0.73 0.52
S 0.30 1.75 3.05
S 0.51 2.34 1.20
H -0.08 1.13 -2.07
H -0.01 -1.91 -2.35
H 0.60 -0.90 1.49
H -1.15 1.83 3.01

The orbital gap is 0.324 Ha. Its multiplicity is 1.

Results of the Löwdin charge analysis, in e, for atoms 1 through 6: atom 1 (C): -0.117, atom 2 (C): -0.206, atom 3 (C): -0.317, atom 4 (N): 0.008, atom 5 (N): -0.029, atom 6 (S): 0.200



2 | C3H4N2S2 | ωB97M-V with the def2-TZVPD basis set

Positions of all 11 atoms, in Å:
S -2.88 -0.85 -0.05
C -1.21 -0.23 0.02
C -0.73 1.04 0.02
N 0.64 0.91 -0.12
C 0.98 -0.44 -0.12
S 2.60 -1.02 0.01
N -0.15 -1.12 -0.06
H -2.53 -2.19 0.18
H -1.14 2.02 0.19
H 1.40 1.66 0.17
H 3.01 0.23 -0.23

Its SMILES is Sc1c[nH]c(S)n1. The orbital gap is 0.309 Ha. Its multiplicity is 1.

Results of the Löwdin charge analysis, in e, for atoms 1 through 6: atom 1 (S): 0.720, atom 2 (C): -0.709, atom 3 (C): -0.141, atom 4 (N): -0.009, atom 5 (C): -0.780, atom 6 (S): 0.831



Stability comparison, relative energies in hartree: 1 0.0692; 2 0.0000



1 | C2H3N5O | ωB97M-V with the def2-TZVPD basis set

Positions of all 11 atoms, in Å:
N -2.68 0.29 -0.10
N -1.66 -0.74 -0.12
C -0.54 -0.24 0.15
C 0.02 1.11 0.20
N 1.33 1.29 0.14
N 2.09 0.22 -0.37
N 1.73 -0.93 -0.30
O 0.49 -1.15 0.47
H -2.29 1.24 -0.65
H -3.49 -0.18 -0.55
H -0.71 1.93 0.49

Its SMILES is N/N=c1\cnnno1. The orbital gap is 0.305 Ha. Its multiplicity is 1.

Results of the Löwdin charge analysis, in e, for atoms 1 through 6: atom 1 (N): -0.026, atom 2 (N): 0.064, atom 3 (C): -0.410, atom 4 (C): -0.054, atom 5 (N): 0.062, atom 6 (N): -0.022



2 | C2H3N5O | ωB97M-V with the def2-TZVPD basis set

Positions of all 11 atoms, in Å:
H -2.95 0.56 0.57
N -2.58 -0.39 0.41
C -1.44 -0.17 -0.12
N -0.78 0.98 -0.44
C 0.47 0.88 -0.34
N 1.06 -0.27 0.15
O 2.45 -0.21 0.13
N 0.53 -1.51 -0.39
N -0.70 -1.39 -0.45
H 1.12 1.70 -0.58
H 2.83 -0.17 1.06

Its SMILES is [H]/N=c1\ncn(O)nn1. The orbital gap is 0.360 Ha. Its multiplicity is 1.

Results of the Löwdin charge analysis, in e, for atoms 1 through 6: atom 1 (H): 0.061, atom 2 (N): 0.162, atom 3 (C): -0.503, atom 4 (N): 0.131, atom 5 (C): -0.137, atom 6 (N): -0.163



Stability comparison, relative energies in hartree: 1 0.0591; 2 0.0000



1 | C2H7NO | ωB97M-V with the def2-TZVPD basis set

Positions of all 11 atoms, in Å:
O -1.28 -1.01 -0.61
H -2.22 -1.13 -0.36
C 1.41 0.00 0.39
C -0.90 0.29 -0.62
N 0.07 0.54 0.54
H 1.41 -0.73 -0.41
H 2.19 0.74 0.17
H 1.73 -0.47 1.32
H -0.38 0.54 -1.54
H -1.68 0.99 -0.32
H -0.34 0.26 1.44

Its total charge is +1. The orbital gap (alpha / beta) is 0.499 / 0.311 Ha. Its multiplicity is 2.

Results of the Löwdin charge analysis, in e, for atoms 1 through 6: atom 1 (O): 0.054, atom 2 (H): 0.144, atom 3 (C): -0.003, atom 4 (C): -0.208, atom 5 (N): 0.173, atom 6 (H): 0.123



2 | C2H7NO | ωB97M-V with the def2-TZVPD basis set

Positions of all 11 atoms, in Å:
N 2.17 0.29 0.44
H 2.02 -0.63 0.85
H 3.12 0.46 0.56
H 2.01 0.09 -0.55
C -2.28 -0.25 -0.53
C -0.95 -0.16 -0.13
O -0.58 0.76 0.66
H -2.67 -1.06 -1.13
H -3.05 0.46 -0.24
H -0.20 -0.83 -0.53
H 0.42 0.85 0.62

Its total charge is +1. The orbital gap (alpha / beta) is 0.421 / 0.286 Ha. Its multiplicity is 2.

Results of the Löwdin charge analysis, in e, for atoms 1 through 6: atom 1 (N): 0.057, atom 2 (H): 0.056, atom 3 (H): 0.041, atom 4 (H): 0.052, atom 5 (C): 0.266, atom 6 (C): -0.131



Stability comparison, relative energies in hartree: 1 0.0126; 2 0.0000



1 | C2H4N3O | ωB97M-V with the def2-TZVPD basis set

Positions of all 10 atoms, in Å:
C 1.10 1.11 0.31
C -2.33 0.11 -0.06
N 1.50 -0.01 0.15
N 1.99 -1.07 -0.12
N -1.65 -0.78 -0.18
O -0.75 -1.61 -0.18
H 1.22 1.43 1.34
H -3.14 0.72 -0.46
H 0.81 1.87 -0.58
H 1.24 -1.77 -0.22

Its total charge is +1. The orbital gap is 0.311 Ha. Its multiplicity is 1.

Results of the Löwdin charge analysis, in e, for atoms 1 through 6: atom 1 (C): 0.124, atom 2 (C): 0.172, atom 3 (N): -0.037, atom 4 (N): 0.344, atom 5 (N): -0.171, atom 6 (O): -0.034



2 | C2H4N3O | ωB97M-V with the def2-TZVPD basis set

Positions of all 10 atoms, in Å:
C 1.10 -0.60 0.03
C -1.18 -1.07 1.00
N 0.95 1.29 -0.87
N 0.79 2.09 -1.61
N 0.02 -0.85 0.33
O 0.73 2.95 -2.35
H 2.16 -0.51 -0.06
H -1.83 -1.83 0.55
H -0.80 -1.21 2.07
H -1.94 -0.26 0.92

Its total charge is +1. The orbital gap is 0.431 Ha. Its multiplicity is 1.

Results of the Löwdin charge analysis, in e, for atoms 1 through 6: atom 1 (C): 0.193, atom 2 (C): -0.016, atom 3 (N): 0.219, atom 4 (N): -0.220, atom 5 (N): 0.072, atom 6 (O): 0.222



Stability comparison, relative energies in hartree: 1 0.0725; 2 0.0000